# C39H36FeO2P

A structure of composition C39H36FeO2P (ωB97M-V/def2-TZVPD, OMol25).

Its total charge is -1. The calculation puts the HOMO energy (alpha / beta) at -1.16 / -2.58 eV. As for the expectation value of S²: 6.136. For the frontier orbital gap (alpha / beta), the calculation gives 0.122 / 0.174 Ha. For the LUMO energy (alpha / beta), the calculation gives 2.2 / 2.2 eV. Its spin multiplicity is 5. The strongest force on any atom comes out at 2.38 eV/Å. As for the relative energy (zero: lowest compared OMol25 entry of this formula, charge and spin): 2.42 kcal per mole. Its calculated total energy is -88793.33133 eV.

Element x y z (Å)
Fe1 -3.592 2.841 -2.422
P1 2.016 -1.815 0.719
O1 1.050 -2.795 -1.729
O2 1.028 -0.879 -2.942
C1 5.418 -4.955 1.044
C2 0.611 -4.143 1.584
C3 -1.856 -2.840 1.300
C4 -1.812 -4.186 1.675
C5 -2.109 3.809 2.459
C6 3.743 -3.837 -0.310
C7 5.093 -4.134 2.124
C8 0.422 2.656 2.234
C9 -2.596 4.524 -2.471
C10 -0.582 -4.836 1.809
C11 -2.323 3.975 0.042
C12 4.099 -3.169 1.985
C13 1.533 -0.788 -0.600
C14 1.620 -0.642 3.251
C15 3.921 0.945 2.995
C16 3.570 0.066 1.973
C17 -1.571 3.555 1.164
C18 -5.265 3.344 -1.450
C19 -4.626 1.202 -2.196
C20 -5.492 3.280 -2.882
C21 -2.416 3.796 -3.694
C22 3.409 -2.996 0.768
C23 1.185 -1.552 -1.769
C24 -5.105 1.961 -3.345
C25 -2.128 3.679 -1.336
C26 2.414 -0.720 2.099
C27 -1.714 2.397 -1.942
C28 -1.379 3.530 3.603
C29 4.743 -4.803 -0.171
C30 0.566 -2.793 1.208
C31 -4.729 2.062 -1.020
C32 1.997 0.218 4.282
C33 0.819 -1.827 -4.021
C34 -1.868 2.482 -3.362
C35 3.136 1.015 4.152
C36 -0.109 2.955 3.491
C37 -0.670 -2.152 1.055
C38 -0.282 2.956 1.073
C39 0.900 -1.073 -5.328
H1 -5.270 1.567 -4.344
H2 0.157 2.782 0.088
H3 0.469 2.740 4.383
H4 1.404 2.200 2.134
H5 0.729 -1.264 3.339
H6 1.942 -0.897 -5.617
H7 -0.548 -5.891 2.081
H8 4.810 1.563 2.888
H9 -0.692 -1.122 0.703
H10 4.979 -5.459 -1.008
H11 -2.904 5.562 -2.335
H12 -3.111 4.242 2.526
H13 -4.351 0.152 -2.196
H14 1.388 0.267 5.185
H15 -2.805 -2.320 1.184
H16 0.446 -1.668 -6.125
H17 -3.143 4.675 0.235
H18 3.837 -2.553 2.845
H19 0.381 -0.111 -5.272
H20 -1.554 1.727 -4.082
H21 3.412 1.702 4.955
H22 1.591 -2.612 -4.002
H23 4.191 -0.029 1.080
H24 1.570 -4.653 1.680
H25 -2.742 -4.727 1.851
H26 -0.174 -2.295 -3.930
H27 -2.586 4.176 -4.702
H28 5.587 -4.248 3.088
H29 -5.980 4.046 -3.483
H30 -5.536 4.174 -0.799
H31 3.186 -3.748 -1.242
H32 1.624 0.299 -0.589
H33 -1.255 1.592 -1.372
H34 6.183 -5.723 1.160
H35 -1.785 3.769 4.586
H36 -4.523 1.771 0.007

# C15H40F12N6O8P2

A cluster of 8 separate species, C15H40F12N6O8P2 in total (ωB97M-V/def2-TZVPD, OMol25).

Its total charge is +2. The calculation puts the HOMO energy at -7.95 eV. For the frontier orbital gap, the calculation gives 0.102 Ha. For the LUMO energy, the calculation gives -5.2 eV. The strongest force on any atom comes out at 5.56 eV/Å. As for the relative energy (zero: lowest compared OMol25 entry of this formula, charge and spin): 144.48 kcal per mole. Its calculated total energy is -92694.70274 eV.

Element x y z (Å)
P1 1.385 -22.740 11.112
P2 -1.803 -28.468 10.501
F1 -2.593 -29.580 11.355
F2 2.713 -23.644 11.465
F3 -2.970 -28.565 9.404
F4 1.397 -23.493 9.646
F5 -0.913 -29.626 9.802
F6 -0.889 -27.444 9.653
F7 0.526 -23.915 11.834
F8 2.228 -21.516 10.458
F9 -0.675 -28.459 11.658
F10 -0.008 -22.020 10.649
F11 -2.563 -27.330 11.377
F12 1.507 -22.000 12.509
O1 3.548 -27.888 15.838
O2 -6.100 -25.338 7.518
O3 -2.316 -23.341 18.095
O4 0.304 -17.477 9.101
O5 8.003 -20.864 14.397
O6 9.389 -19.873 9.513
O7 4.952 -26.442 15.084
O8 3.753 -27.474 13.716
N1 -5.029 -26.648 5.785
N2 -0.388 -18.077 11.404
N3 -1.780 -21.578 19.610
N4 8.156 -20.467 7.666
N5 4.078 -27.294 14.865
N6 7.773 -23.091 15.450
C1 -0.937 -21.630 17.046
C2 5.814 -21.881 14.430
C3 8.505 -24.039 14.532
C4 10.263 -21.755 8.284
C5 6.846 -20.136 8.380
C6 0.112 -16.846 12.232
C7 -3.753 -24.822 6.930
C8 -3.051 -20.692 19.698
C9 -5.119 -25.538 6.810
C10 9.335 -20.662 8.596
C11 -0.578 -17.767 9.925
C12 -5.602 -26.193 4.412
C13 7.294 -21.798 14.719
C14 -1.692 -22.283 18.201
C15 -2.105 -17.803 9.468
H1 -3.128 -20.372 20.737
H2 7.064 -23.473 16.059
H3 -3.898 -21.268 19.325
H4 11.132 -21.340 7.774
H5 7.928 -24.316 13.650
H6 8.400 -22.903 16.219
H7 -2.311 -17.204 8.581
H8 -1.817 -22.238 20.373
H9 -4.891 -25.421 4.121
H10 -5.524 -27.481 6.071
H11 -5.552 -26.974 3.652
H12 0.359 -18.756 11.436
H13 -0.512 -16.066 11.798
H14 -2.814 -25.323 6.694
H15 5.731 -21.643 13.369
H16 -3.006 -19.806 19.064
H17 8.000 -21.212 7.002
H18 0.143 -21.535 17.160
H19 -3.666 -24.277 7.870
H20 1.092 -16.747 11.766
H21 5.258 -22.796 14.637
H22 -1.013 -20.928 19.700
H23 -2.520 -18.788 9.255
H24 -1.002 -22.070 16.051
H25 9.842 -22.581 7.711
H26 -2.800 -17.513 10.256
H27 6.602 -20.994 9.006
H28 8.689 -24.998 15.016
H29 -6.572 -25.727 4.582
H30 7.016 -19.233 8.967
H31 8.334 -19.650 7.099
H32 -3.781 -24.102 6.112
H33 9.470 -23.621 14.242
H34 -4.049 -26.854 5.657
H35 -1.192 -18.585 11.742
H36 -1.322 -20.611 17.054
H37 -0.022 -17.128 13.276
H38 10.700 -22.081 9.229
H39 6.025 -20.003 7.677
H40 5.439 -21.023 14.988

# C45H35BrI2N7O3Rb

A structure of composition C45H35BrI2N7O3Rb (ωB97M-V/def2-TZVPD, OMol25).

Its total charge is -2. The calculation puts the HOMO energy at -2.49 eV. For the frontier orbital gap, the calculation gives 0.214 Ha. For the LUMO energy, the calculation gives 3.3 eV. The strongest force on any atom comes out at 0.54 eV/Å. As for the relative energy (zero: lowest compared OMol25 entry of this formula, charge and spin): 20.79 kcal per mole. Its calculated total energy is -150706.76675 eV.

Element x y z (Å)
I1 -1.014 5.781 2.200
I2 -6.676 5.495 4.315
Rb1 -0.528 0.274 0.915
Br1 2.088 1.784 2.692
O1 0.631 -2.872 0.802
O2 -1.450 2.692 2.372
O3 0.019 -3.809 -1.443
N1 -2.646 -0.571 -0.685
N2 -0.106 -0.913 4.104
N3 -5.213 -0.492 -9.261
N4 -0.575 1.292 -1.834
N5 2.527 -1.658 0.054
N6 2.677 -0.684 0.910
N7 -2.404 0.337 3.448
C1 -2.241 -0.288 -5.476
C2 6.426 3.488 0.343
C3 -0.115 2.913 -3.372
C4 -4.975 0.042 -5.815
C5 8.221 2.262 -0.683
C6 -1.149 2.165 -3.881
C7 -3.832 5.308 3.238
C8 1.968 -2.975 0.460
C9 2.882 -5.526 -2.861
C10 2.261 -3.924 -0.678
C11 1.213 -4.243 -1.600
C12 -2.528 3.236 2.759
C13 -1.997 0.397 4.835
C14 -3.668 0.989 3.138
C15 -4.827 3.149 3.638
C16 -3.962 -2.404 -1.024
C17 0.035 -2.381 6.442
C18 -4.411 0.170 -4.561
C19 6.402 1.091 0.378
C20 5.778 2.302 0.707
C21 -2.920 -0.687 -2.033
C22 4.527 2.383 1.462
C23 7.627 3.470 -0.346
C24 -4.746 -0.391 -8.213
C25 -3.037 0.017 -4.371
C26 -2.693 4.657 2.820
C27 -3.682 2.504 3.216
C28 -2.433 0.169 -3.024
C29 3.537 1.475 1.483
C30 0.202 2.320 -2.120
C31 1.592 -5.070 -2.699
C32 -2.794 -0.431 -6.734
C33 -4.168 -0.260 -6.914
C34 3.884 -5.207 -1.942
C35 0.915 -2.635 5.401
C36 7.604 1.076 -0.311
C37 0.804 -1.867 4.249
C38 3.391 0.341 0.602
C39 -3.262 -1.576 -0.098
C40 -0.965 -0.676 5.093
C41 -3.759 -1.835 -2.253
C42 -0.920 -1.389 6.288
C43 -4.905 4.534 3.647
C44 -1.435 1.154 -2.904
C45 3.549 -4.405 -0.860
H1 0.082 -2.956 7.359
H2 -5.033 0.403 -3.707
H3 5.962 4.433 0.603
H4 3.124 -6.146 -3.719
H5 -5.678 2.558 3.961
H6 0.982 2.636 -1.436
H7 -2.869 0.237 5.475
H8 1.664 -3.412 5.477
H9 2.531 -3.273 1.358
H10 3.888 0.402 -0.370
H11 0.367 3.771 -3.817
H12 0.134 -3.159 -0.049
H13 1.463 -2.026 3.401
H14 -4.091 -2.209 -3.209
H15 0.824 -5.324 -3.421
H16 4.312 -4.149 -0.128
H17 -3.213 -1.706 0.978
H18 -1.684 2.333 -4.803
H19 -4.525 -3.295 -0.791
H20 4.397 3.280 2.056
H21 -1.178 -0.426 -5.328
H22 -3.931 0.694 2.115
H23 9.162 2.248 -1.218
H24 8.068 0.128 -0.555
H25 -6.039 0.176 -5.961
H26 -2.174 -0.674 -7.587
H27 -3.882 6.387 3.254
H28 8.098 4.405 -0.626
H29 -1.555 1.368 5.115
H30 -4.441 0.584 3.800
H31 -1.634 -1.177 7.075
H32 5.949 0.162 0.694
H33 -1.702 0.829 2.903
H34 4.895 -5.574 -2.072
H35 3.007 -1.625 -0.841